Here is 3 unconnected molecules or ions with the total composition C5H13NO2 from the Open Molecules 2025 dataset. Energies are from ωB97M-V/def2-TZVPD.

Calculated values
Lowest unoccupied orbital energy: 0.81 eV
ΔE to the lowest compared entry with this formula, charge and spin: 2.797 eV
Calculated total energy: -10979.0820 eV

Atoms and positions in Å:
C1 2.34 0.30 -0.66
C2 1.21 1.00 -0.42
N1 0.34 1.37 -1.43
C3 -1.09 1.37 -1.08
C4 -2.39 -0.35 0.15
C5 -1.63 -0.03 -0.90
H1 2.61 0.00 -1.66
H2 3.08 0.28 0.13
H3 0.82 1.25 0.57
H4 0.50 0.98 -2.35
H5 -1.67 1.82 -1.91
H6 -1.19 2.15 -0.31
H7 -2.75 -1.35 0.33
H8 -2.77 0.44 0.78
H9 -1.05 -0.70 -1.52
H10 1.68 -1.73 0.86
H11 0.46 -1.76 -0.03
O1 0.79 -2.11 0.82
H12 -0.37 -1.28 2.46
H13 1.01 -0.92 3.07
O2 0.07 -0.71 3.09

Atomic partial charges in e from the natural (NBO) method, atoms 1 to 2: number 1, C, carries -0.577; number 2, C, carries 0.027